{
  "formula": "C5H10ClN",
  "method": "wB97M-V/def2-TZVPD",
  "symbols": ["Cl", "N", "C", "C", "C", "C", "C", "H", "H", "H", "H", "H", "H", "H", "H", "H", "H"],
  "positions_angstrom": [[-0.732, 2.880, -0.547], [-2.403, 0.830, -0.153], [0.503, -0.270, -1.355], [0.127, -0.644, 0.153], [-1.318, 1.332, 0.104], [-0.353, 0.580, 0.929], [1.347, -1.304, 0.826], [-0.749, -1.502, 0.063], [1.300, 0.537, -1.698], [0.769, -1.208, -1.898], [-0.699, 0.340, 2.021], [0.541, 1.241, 1.052], [2.252, -0.513, 0.883], [1.758, -2.136, 0.299], [1.093, -1.655, 1.867], [-0.365, 0.277, -1.776], [-3.071, 1.216, -0.769]],
  "forces_ev_per_a": [[-0.1, 0.1, 0.0], [-1.1, -1.4, 0.4], [0.2, 1.1, -0.5], [-0.1, -2.0, -1.5], [0.0, 0.5, 0.3], [1.8, 0.3, 2.0], [1.0, 2.3, 1.5], [2.0, 2.4, 0.2], [-0.8, -1.7, 1.8], [-0.5, 0.8, 0.2], [0.2, 0.3, -2.2], [-0.5, -0.6, 0.1], [-2.1, -1.6, 0.1], [0.0, -0.7, -0.6], [0.4, 0.5, -0.9], [0.1, -1.1, -0.3], [-0.4, 1.0, -0.7]],
  "max_force_ev_per_a": 3.090,
  "spin_multiplicity": 1,
  "mol_weight_g_mol": 119.595,
  "e_tot_ev": -19358.5741,
  "e_above_lowest_kcal_mol": 25.7,
  "smiles": "[H]/N=C(\\Cl)CC(C)C"
}